Record 1
Entry from the OMol25 dataset: a cluster of 2 separate species, C2H5NO4 in total in a non-equilibrium geometry (wB97M-V/def2-TZVPD).

Each atom is followed by the atoms it is bonded to, with distances in Å.
Cartesian coordinates (Å):
1 O 2.87987 -1.40798 -0.64651  C2 1.202
2 C 2.99204 -0.98690 0.47420  O1 1.202, N3 1.378, H7 1.099
3 N 1.93739 -0.59715 1.27128  C2 1.378, C4 1.443, H8 1.009
4 C 0.55903 -0.50904 0.85222  N3 1.443, O5 1.183, O6 1.338
5 O -0.31142 -0.91281 1.54356  C4 1.183
6 O 0.53070 -0.17587 -0.44297  C4 1.338, H9 0.975
7 H 3.94240 -0.83433 1.00554  C2 1.099
8 H 2.06767 -0.76358 2.25785  N3 1.009
9 H 1.06328 -0.82653 -0.93654  O6 0.975
10 O -5.15337 1.93924 -1.65029  H11 0.971, H12 0.969
11 H -5.65140 2.68275 -1.27450  O10 0.971
12 H -4.85619 2.39221 -2.45384  O10 0.969

Values from the calculation:
* SMILES string: O=CNC(=O)O.O
* HOMO level: -11.039 eV
* LUMO energy: 0.649 eV
* multiplicity: 1
* HOMO-LUMO gap: 11.7 eV
* net charge: 0
* energy: -434.93665 Ha

---

Record 2
Entry from the OMol25 dataset: the ion C7H13N2S with charge +1 in a non-equilibrium geometry (wB97M-V/def2-TZVPD).

Each atom is followed by the atoms it is bonded to, with distances in Å.
Cartesian coordinates (Å):
1 C -1.21262 0.21343 -2.08049  C2 1.320, H11 1.078, H12 1.052
2 C -0.95788 -0.46718 -0.97877  C1 1.320, C3 1.467, C4 1.601
3 C -1.56749 -1.66738 -0.39444  C2 1.467, H13 1.061, H14 1.030, H15 1.042
4 C 0.25873 0.05301 -0.07745  C2 1.601, N5 1.503, N7 1.448, C8 1.456
5 N 1.40878 0.44900 -0.95989  C4 1.503, C6 1.509, H16 0.982, H17 1.030
6 C 2.38959 -0.61818 -1.37979  N5 1.509, H18 1.086, H19 1.118, H20 1.074
7 N 0.50124 -0.35282 1.29084  C4 1.448, C8 1.280
8 C 0.07994 0.84533 1.13129  C4 1.456, N7 1.280, S9 1.686
9 S -0.57576 2.23024 1.83471  C8 1.686, C10 1.805
10 C -0.85098 1.34641 3.38369  S9 1.805, H21 1.107, H22 1.079, H23 1.018
11 H -2.02483 -0.07337 -2.72902  C1 1.078
12 H -0.60881 1.04844 -2.29273  C1 1.052
13 H -2.60855 -1.54945 -0.22689  C3 1.061
14 H -1.47728 -2.41556 -1.09704  C3 1.030
15 H -1.08197 -1.92178 0.49119  C3 1.042
16 H 0.89177 0.81474 -1.71048  N5 0.982
17 H 1.93915 1.19089 -0.48189  N5 1.030
18 H 2.95394 -0.07048 -2.12875  C6 1.086
19 H 3.07255 -1.22876 -0.73862  C6 1.118
20 H 1.92314 -1.37475 -1.98316  C6 1.074
21 H -0.94300 2.00632 4.26708  C10 1.107
22 H 0.10165 0.86811 3.54857  C10 1.079
23 H -1.61132 0.67380 3.31205  C10 1.018

Values from the calculation:
* SMILES string: C=C(C)[C@]1([NH2+]C)N=C1SC
* HOMO level: -13.283 eV
* LUMO energy: -3.214 eV
* multiplicity: 1
* HOMO-LUMO gap: 10.1 eV
* net charge: +1
* energy: -781.85318 Ha

---

Record 3
Entry from the OMol25 dataset: the molecule C16H15N3O3 (wB97M-V/def2-TZVPD).

Each atom is followed by the atoms it is bonded to, with distances in Å.
Cartesian coordinates (Å):
1 C 2.84307 3.48380 -0.15299  C2 1.512, H23 1.087, H24 1.086, H25 1.088
2 C 2.05385 2.19514 -0.21387  C1 1.512, O3 1.206, N4 1.372
3 O 2.37939 1.22425 -0.85063  C2 1.206
4 N 0.95400 2.22777 0.60638  C2 1.372, N5 1.393, H26 1.014
5 N -0.05601 1.27118 0.52657  N4 1.393, C6 1.367, C15 1.451
6 C -1.19269 1.61110 -0.15264  N5 1.367, O7 1.218, C8 1.472
7 O -1.28811 2.70061 -0.68976  C6 1.218
8 C -2.27162 0.61304 -0.08026  C6 1.472, C9 1.389, C13 1.404
9 C -3.40911 0.75799 -0.86457  C8 1.389, C10 1.381, H27 1.079
10 C -4.45371 -0.13890 -0.75320  C9 1.381, C11 1.388, H28 1.079
11 C -4.36698 -1.17913 0.16179  C10 1.388, C12 1.381, H29 1.080
12 C -3.24325 -1.33582 0.94958  C11 1.381, C13 1.394, H30 1.081
13 C -2.17408 -0.44907 0.83214  C8 1.404, C12 1.394, N14 1.374
14 N -1.06665 -0.53622 1.64030  C13 1.374, C15 1.449, H31 1.010
15 C 0.19564 -0.00787 1.16479  N5 1.451, N14 1.449, C16 1.520, H32 1.099
16 C 0.92363 -0.97375 0.24489  C15 1.520, C17 1.386, C21 1.397
17 C 0.38046 -1.37146 -0.96705  C16 1.386, C18 1.383, H33 1.079
18 C 1.05740 -2.24820 -1.79499  C17 1.383, C19 1.383, H34 1.079
19 C 2.29731 -2.73057 -1.41758  C18 1.383, C20 1.382, H35 1.080
20 C 2.85266 -2.34388 -0.21257  C19 1.382, C21 1.388, H36 1.082
21 C 2.17310 -1.46964 0.62440  C16 1.397, C20 1.388, O22 1.365
22 O 2.69613 -1.08625 1.82540  C21 1.365, H37 0.965
23 H 3.01456 3.78072 0.87836  C1 1.087
24 H 3.79397 3.34479 -0.65847  C1 1.086
25 H 2.28389 4.26865 -0.65829  C1 1.088
26 H 0.60739 3.13799 0.88901  N4 1.014
27 H -3.44871 1.58796 -1.55351  C9 1.079
28 H -5.33380 -0.02845 -1.36729  C10 1.079
29 H -5.18341 -1.87982 0.25803  C11 1.080
30 H -3.18043 -2.14864 1.65899  C12 1.081
31 H -0.97818 -1.38594 2.17828  N14 1.010
32 H 0.83872 0.18535 2.03445  C15 1.099
33 H -0.57906 -0.98175 -1.27087  C17 1.079
34 H 0.62179 -2.54338 -2.73690  C18 1.079
35 H 2.83907 -3.40584 -2.06266  C19 1.080
36 H 3.82714 -2.71172 0.08196  C20 1.082
37 H 3.59265 -1.43406 1.90277  O22 0.965

Values from the calculation:
* SMILES string: CC(=O)NN1C(=O)c2ccccc2N[C@H]1c1ccccc1O
* HOMO level: -8.103 eV
* LUMO energy: 0.596 eV
* multiplicity: 1
* HOMO-LUMO gap: 8.7 eV
* net charge: 0
* energy: -1008.72031 Ha

---

Record 4
Entry from the OMol25 dataset: the molecule C23H32N6OS (wB97M-V/def2-TZVPD).

Each atom is followed by the atoms it is bonded to, with distances in Å.
Cartesian coordinates (Å):
1 C 1.25946 7.22258 2.10710  C2 1.534, H32 1.087, H33 1.088, H34 1.087
2 C 1.71766 6.29547 0.97427  C1 1.534, N3 1.449, H35 1.092, H36 1.094
3 N 1.63159 4.87371 1.24109  C2 1.449, C4 1.453, C6 1.455
4 C 0.29589 4.35455 1.48287  N3 1.453, C5 1.526, H37 1.103, H38 1.093
5 C -0.59084 4.44977 0.24519  C4 1.526, H39 1.087, H40 1.087, H41 1.087
6 C 2.64932 4.37000 2.15069  N3 1.455, C7 1.541, H42 1.094, H43 1.094
7 C 3.64124 3.49304 1.36199  C6 1.541, N8 1.441, H44 1.090, H45 1.093
8 N 2.93300 2.50093 0.59388  C7 1.441, C9 1.347, H46 1.011
9 C 2.62906 1.28616 1.09097  N8 1.347, N10 1.337, C14 1.407
10 N 3.29081 0.82723 2.15838  C9 1.337, C11 1.322
11 C 3.02482 -0.39913 2.57478  N10 1.322, N12 1.313, H47 1.083
12 N 2.16364 -1.25532 2.07579  C11 1.313, C13 1.341
13 C 1.47059 -0.82395 1.01152  N12 1.341, C14 1.399, C27 1.433
14 C 1.67343 0.45431 0.47999  C9 1.407, C13 1.399, S15 1.750
15 S 0.64592 0.80872 -0.89116  C14 1.750, C16 1.750
16 C -0.07236 -0.78133 -0.75881  S15 1.750, N17 1.315, C27 1.404
17 N -1.03313 -1.17326 -1.56591  C16 1.315, C18 1.331
18 C -1.51219 -2.40618 -1.41501  N17 1.331, N19 1.383, C25 1.411
19 N -2.51309 -2.78571 -2.28997  C18 1.383, C20 1.453, C24 1.452
20 C -3.77842 -3.26693 -1.76188  N19 1.453, C21 1.530, H48 1.088, H49 1.102
21 C -4.49032 -4.05485 -2.86323  C20 1.530, O22 1.407, H50 1.091, H51 1.101
22 O -4.71133 -3.25060 -3.99664  C21 1.407, C23 1.410
23 C -3.49540 -2.73552 -4.49225  O22 1.410, C24 1.530, H52 1.091, H53 1.101
24 C -2.75053 -1.92148 -3.43290  N19 1.452, C23 1.530, H54 1.089, H55 1.099
25 C -0.97967 -3.30461 -0.46574  C18 1.411, C26 1.387, C31 1.500
26 C -0.00688 -2.85662 0.41517  C25 1.387, C27 1.400, C28 1.492
27 C 0.46627 -1.54553 0.28831  C13 1.433, C16 1.404, C26 1.400
28 C 0.49382 -3.79914 1.45842  C26 1.492, C29 1.538, H56 1.095, H57 1.089
29 C 0.88590 -5.16168 0.86144  C28 1.538, C30 1.534, H58 1.091, H59 1.091
30 C 0.06340 -5.51837 -0.38275  C29 1.534, C31 1.534, H60 1.091, H61 1.092
31 C -1.27766 -4.77454 -0.42426  C25 1.500, C30 1.534, H62 1.090, H63 1.094
32 H 1.46805 8.25532 1.84036  C1 1.087
33 H 1.78356 6.99257 3.03245  C1 1.088
34 H 0.19107 7.12465 2.28175  C1 1.087
35 H 1.12771 6.50588 0.07923  C2 1.092
36 H 2.76248 6.51048 0.73364  C2 1.094
37 H -0.20227 4.85379 2.33091  C4 1.103
38 H 0.40228 3.29825 1.74359  C4 1.093
39 H -0.85930 5.47925 0.02452  C5 1.087
40 H -1.50635 3.88799 0.41163  C5 1.087
41 H -0.07988 4.02783 -0.61666  C5 1.087
42 H 2.19901 3.76233 2.94122  C6 1.094
43 H 3.20115 5.18363 2.62989  C6 1.094
44 H 4.31777 2.97418 2.04085  C7 1.090
45 H 4.21134 4.11342 0.66641  C7 1.093
46 H 2.28633 2.88032 -0.08441  N8 1.011
47 H 3.58585 -0.73212 3.43897  C11 1.083
48 H -3.62074 -3.88981 -0.88417  C20 1.088
49 H -4.41329 -2.41288 -1.47560  C20 1.102
50 H -5.47357 -4.38828 -2.52706  C21 1.091
51 H -3.88123 -4.93061 -3.13747  C21 1.101
52 H -3.75671 -2.10907 -5.34622  C23 1.091
53 H -2.85276 -3.56338 -4.82945  C23 1.101
54 H -1.79180 -1.57831 -3.81927  C24 1.089
55 H -3.34808 -1.04435 -3.14818  C24 1.099
56 H -0.31931 -3.94877 2.17567  C28 1.095
57 H 1.33139 -3.35066 1.99063  C28 1.089
58 H 1.94369 -5.14498 0.59659  C29 1.091
59 H 0.75472 -5.92573 1.62933  C29 1.091
60 H -0.11324 -6.59448 -0.41928  C30 1.091
61 H 0.62019 -5.24448 -1.28157  C30 1.092
62 H -1.82812 -5.08213 -1.31285  C31 1.090
63 H -1.86395 -5.03155 0.46320  C31 1.094

Values from the calculation:
* SMILES string: CCN(CC)CCNc1ncnc2c1sc1nc(N3CCOCC3)c3c(c12)CCCC3
* HOMO level: -8.041 eV
* LUMO energy: 0.571 eV
* multiplicity: 1
* HOMO-LUMO gap: 8.6 eV
* net charge: 0
* energy: -1697.63249 Ha